{"formula": "C3HCl2FO", "method": "ωB97M-V/def2-TZVPD", "symbols": ["C", "C", "C", "O", "F", "Cl", "Cl", "H"], "coordinates": [[-1.385, 0.785, -0.206], [-0.909, -0.209, -0.858], [2.026, -0.302, 0.338], [2.374, 0.581, 1.085], [-0.904, -1.491, -0.881], [-2.849, 0.534, 0.936], [2.745, -1.738, -0.100], [-1.099, 1.839, -0.314]], "nbo_charge": [-0.38, 0.48, 0.40, -0.46, -0.27, -0.09, 0.06, 0.26], "fmax_ha_per_bohr": 0.09082, "mol_weight_g_mol": 142.94, "e_tot_ev": -32931.561, "orbital_gap_ev": [8.6085, 7.9420], "lumo_energy_ev": [-1.212, -1.323], "de_lowest_ev": 4.154}